1.
A gas-phase ion, C4H9N3 (charge +2). Source: the Open Molecules 2025 dataset; level of theory: wB97M-V/def2-TZVPD.

Computed properties:
DFT total energy: -321.23780 Eh
energy above the lowest of the compared OMol25 structures with the same formula, charge and spin: 4.425 eV
total charge: +2
HOMO energy: -19.5 eV
structure (SMILES): C=C[N@@H+](C)N=C=[NH2+]

Geometry as XYZ:
```
16
C4H9N3 | the Open Molecules 2025 dataset | wB97M-V/def2-TZVPD
C -1.960 1.559 -0.078
C -1.114 0.720 -0.609
N -0.269 -0.206 0.242
C -0.415 -1.615 -0.216
N 1.059 0.329 0.242
C 2.224 0.195 0.236
N 3.431 0.155 0.006
H -2.335 2.308 -0.709
H -2.195 1.627 0.961
H -0.889 0.811 -1.660
H -0.569 -0.240 1.330
H -1.535 -1.886 -0.392
H 0.320 -1.679 -0.998
H -0.049 -2.321 0.625
H 4.022 0.565 0.753
H 3.759 -0.584 -0.510
```

---

2.
A gas-phase ion, C4H9N3 (charge +2). Source: the Open Molecules 2025 dataset; level of theory: wB97M-V/def2-TZVPD.

Computed properties:
DFT total energy: -321.25546 Eh
energy above the lowest of the compared OMol25 structures with the same formula, charge and spin: 3.944 eV
total charge: +2
HOMO energy: -19.7 eV
structure (SMILES): CC/C=[NH+]/N=C=[NH2+]

Geometry as XYZ:
```
16
C4H9N3 | the Open Molecules 2025 dataset | wB97M-V/def2-TZVPD
C -2.205 -0.569 -2.214
C -0.828 -0.894 -1.512
C -0.157 -0.055 -0.470
N 0.866 -0.446 0.413
N 1.234 0.446 1.252
C 1.775 1.123 2.044
N 2.167 1.589 3.153
H -2.992 -0.812 -1.441
H -2.568 -1.234 -3.037
H -2.237 0.505 -2.477
H 0.132 -0.774 -2.203
H -0.910 -1.916 -1.086
H -0.384 0.961 -0.097
H 1.148 -1.367 0.451
H 1.833 1.316 4.070
H 3.126 2.128 3.155
```

---

3.
A molecular structure, C4H9N3O. Source: the Open Molecules 2025 dataset; level of theory: wB97M-V/def2-TZVPD.

Computed properties:
DFT total energy: -397.24489 Eh
energy above the lowest of the compared OMol25 structures with the same formula, charge and spin: 2.878 eV
HOMO energy: -9.3 eV

Geometry as XYZ:
```
17
C4H9N3O | the Open Molecules 2025 dataset | wB97M-V/def2-TZVPD
C 0.551 -0.523 0.687
C 0.476 1.627 -0.716
C 1.261 0.692 0.156
N -2.524 -1.411 -0.834
C -1.569 -1.074 0.047
O 1.376 -1.389 1.342
N -0.321 -1.131 -0.201
N 2.482 0.794 0.484
H 2.277 -1.021 1.249
H -0.462 0.037 1.525
H 2.947 1.625 0.128
H -3.459 -1.578 -0.506
H -2.252 -1.863 -1.697
H -1.590 -0.345 1.145
H 1.070 2.500 -0.983
H -0.428 1.950 -0.201
H 0.166 1.110 -1.627
```

---

4.
2 unconnected molecules or ions with the total composition C4H9N3O. Source: the Open Molecules 2025 dataset; level of theory: wB97M-V/def2-TZVPD.

Computed properties:
DFT total energy: -397.26008 Eh
energy above the lowest of the compared OMol25 structures with the same formula, charge and spin: 2.464 eV
HOMO energy: -9.7 eV
structure (SMILES): C[C@](N)(O)C#N.C=N

Geometry as XYZ:
```
17
C4H9N3O | the Open Molecules 2025 dataset | wB97M-V/def2-TZVPD
C 1.234 1.677 -1.065
C 0.431 0.730 -0.176
N 1.217 -0.146 0.584
O -0.626 0.005 -1.082
C -0.438 1.501 0.716
N -1.133 2.112 1.391
H 1.886 2.291 -0.446
H 0.563 2.314 -1.633
H 1.851 1.098 -1.752
H 0.597 -1.014 0.946
H 1.971 -0.538 0.030
H -0.129 -0.469 -1.761
C -1.748 -1.613 0.761
N -0.638 -2.079 1.159
H -2.560 -2.209 0.349
H -1.998 -0.594 1.021
H -0.480 -3.064 0.958
```

---

5.
A single C4H9N3O molecule. Source: the Open Molecules 2025 dataset; level of theory: wB97M-V/def2-TZVPD.

Computed properties:
DFT total energy: -397.25412 Eh
energy above the lowest of the compared OMol25 structures with the same formula, charge and spin: 2.626 eV
HOMO energy: -8.8 eV
structure (SMILES): [H]/N=C(/C=C\CO)NN

Geometry as XYZ:
```
17
C4H9N3O | the Open Molecules 2025 dataset | wB97M-V/def2-TZVPD
H -2.958 -0.111 -0.671
N -2.283 -0.772 -1.073
C -1.118 -0.410 -0.622
C 0.045 -1.234 -1.048
C 1.285 -1.283 -0.502
C 1.761 -0.527 0.711
O 2.038 0.798 0.379
N -0.867 0.685 0.204
N -1.937 1.560 0.414
H -0.259 -1.887 -1.882
H 2.031 -1.935 -0.953
H 2.708 -0.984 1.072
H 0.954 -0.565 1.503
H 2.393 1.231 1.158
H 0.068 1.097 0.087
H -1.902 2.418 -0.148
H -1.958 1.919 1.371
```

---

6.
A molecular structure, C4H9N3O. Source: the Open Molecules 2025 dataset; level of theory: wB97M-V/def2-TZVPD.

Computed properties:
DFT total energy: -397.12506 Eh
energy above the lowest of the compared OMol25 structures with the same formula, charge and spin: 6.139 eV
HOMO energy (alpha / beta): -7.0 / -7.1 eV

Geometry as XYZ:
```
17
C4H9N3O | the Open Molecules 2025 dataset | wB97M-V/def2-TZVPD
C 0.823 0.443 1.102
C -1.299 -1.553 0.299
C 0.415 0.237 -0.337
N 1.491 0.656 -1.200
C -0.253 -0.954 -0.590
O 2.104 0.632 1.341
N -0.383 1.736 0.202
N -1.592 1.781 0.464
H 2.493 0.786 0.439
H 0.247 0.060 1.934
H 1.648 0.009 -1.962
H 1.311 1.587 -1.559
H -2.145 1.167 -0.175
H -0.092 -1.435 -1.550
H -1.745 -0.807 0.967
H -0.917 -2.363 0.929
H -2.106 -1.980 -0.302
```

---

7.
A single C4H9N3O molecule. Source: the Open Molecules 2025 dataset; level of theory: wB97M-V/def2-TZVPD.

Computed properties:
DFT total energy: -397.26991 Eh
energy above the lowest of the compared OMol25 structures with the same formula, charge and spin: 2.197 eV
HOMO energy: -8.9 eV
structure (SMILES): [H]/N=C\N(C)[C@@H](O)N=C

Geometry as XYZ:
```
17
C4H9N3O | the Open Molecules 2025 dataset | wB97M-V/def2-TZVPD
H -2.861 0.956 0.108
N -2.685 0.470 -0.768
C -1.626 -0.215 -0.804
N -0.659 -0.392 0.156
C -0.758 0.272 1.436
C 0.656 -0.889 -0.204
O 0.649 -1.829 -1.200
N 1.403 0.211 -0.848
C 2.267 0.875 -0.225
H -1.359 -0.648 -1.761
H -0.394 1.307 1.395
H -1.798 0.280 1.761
H -0.180 -0.283 2.175
H 1.152 -1.278 0.702
H 0.855 -1.191 -1.998
H 2.785 1.675 -0.736
H 2.553 0.679 0.811
```

---

8.
A single C4H9N3O molecule. Source: the Open Molecules 2025 dataset; level of theory: wB97M-V/def2-TZVPD.

Computed properties:
DFT total energy: -397.04283 Eh
energy above the lowest of the compared OMol25 structures with the same formula, charge and spin: 2.112 eV
multiplicity: 3
HOMO energy (alpha / beta): -6.5 / -8.8 eV

Geometry as XYZ:
```
17
C4H9N3O | the Open Molecules 2025 dataset | wB97M-V/def2-TZVPD
C 0.257 -1.587 -0.153
C -1.121 -1.215 -0.676
C 1.080 -0.295 -0.009
C -1.250 0.120 0.017
N 1.589 2.078 0.534
N 0.046 0.663 -0.194
N 0.374 1.917 0.235
O -0.706 2.732 0.390
H 0.303 -1.845 0.954
H 0.871 -2.347 -0.701
H -0.977 -1.173 -1.748
H -1.948 -2.011 -0.436
H 1.542 -0.316 0.961
H 1.767 -0.243 -0.926
H -2.120 0.707 -0.345
H -1.440 -0.101 1.082
H 1.735 2.916 1.015
```

---

9.
A molecular structure, C4H9N3O2S3. Source: the Open Molecules 2025 dataset; level of theory: wB97M-V/def2-TZVPD.

Computed properties:
DFT total energy: -1667.03075 Eh
energy above the lowest of the compared OMol25 structures with the same formula, charge and spin: 0.179 eV
HOMO energy: -9.6 eV

Geometry as XYZ:
```
21
C4H9N3O2S3 | the Open Molecules 2025 dataset | wB97M-V/def2-TZVPD
C 0.037 -0.320 -0.259
C 1.730 0.339 1.366
C 2.500 -0.663 -0.798
C 1.444 0.204 -0.071
N -0.397 -1.472 0.170
N -0.909 0.564 -0.633
N -2.238 0.034 -0.574
O -1.931 -2.366 -1.579
O -2.882 -2.086 0.633
S -3.708 2.333 0.156
S -3.128 0.535 0.830
S -1.944 -1.660 -0.377
H 2.356 -0.467 1.892
H 0.795 0.598 1.927
H 2.165 1.415 1.489
H 2.005 -1.654 -0.932
H 3.453 -0.652 -0.108
H 2.798 -0.241 -1.845
H 1.490 1.224 -0.475
H -0.807 1.226 -1.389
H -2.829 3.111 0.577
```

---

10.
A single C4H9N3S molecule. Source: the Open Molecules 2025 dataset; level of theory: wB97M-V/def2-TZVPD.

Computed properties:
DFT total energy: -720.14170 Eh
energy above the lowest of the compared OMol25 structures with the same formula, charge and spin: 3.582 eV
HOMO energy: -8.6 eV
structure (SMILES): [H]/N=C(/N)N[C@@H](C)C=S

Geometry as XYZ:
```
17
C4H9N3S | the Open Molecules 2025 dataset | wB97M-V/def2-TZVPD
H -1.186 0.176 0.674
N -1.033 0.906 1.364
C 0.331 0.983 1.621
N 0.881 1.687 2.608
N 1.206 0.181 0.840
C 0.486 -0.711 -0.214
C -0.514 -1.842 0.337
C 0.088 0.027 -1.474
S -0.721 -0.479 -2.688
H 1.990 1.775 2.945
H 0.373 2.288 3.103
H 1.721 -0.432 1.546
H 1.359 -1.189 -0.317
H -1.194 -2.172 -0.580
H -0.108 -2.718 0.926
H -1.415 -1.413 0.854
H 0.276 1.194 -1.452
```

---

11.
A gas-phase ion, C4H9N4O2 (charge +1). Source: the Open Molecules 2025 dataset; level of theory: wB97M-V/def2-TZVPD.

Computed properties:
DFT total energy: -526.73243 Eh
energy above the lowest of the compared OMol25 structures with the same formula, charge and spin: 9.084 eV
total charge: +1
HOMO energy (alpha / beta): -13.7 / -12.6 eV

Geometry as XYZ:
```
19
C4H9N4O2 | the Open Molecules 2025 dataset | wB97M-V/def2-TZVPD
C -1.057 0.907 -0.164
C -1.168 1.298 1.134
C -0.456 -1.287 -0.926
C 0.890 -1.595 -0.288
N -0.691 0.203 -1.130
N -0.751 0.664 -2.464
N -0.192 1.557 2.064
N 0.920 -1.282 1.075
O 1.011 1.365 1.437
O -0.276 1.978 3.218
H -2.100 1.546 1.456
H -0.529 -1.813 -1.964
H -1.231 -1.874 -0.295
H 1.027 -2.602 -0.270
H 1.747 -1.311 -0.801
H 0.012 0.434 -2.976
H -0.805 1.763 -2.507
H 1.738 1.610 1.993
H 1.911 -1.562 1.407
```

---

12.
A single C4H9N5 molecule. Source: the Open Molecules 2025 dataset; level of theory: wB97M-V/def2-TZVPD.

Computed properties:
DFT total energy: -431.33838 Eh
energy above the lowest of the compared OMol25 structures with the same formula, charge and spin: 7.317 eV
HOMO energy (alpha / beta): -7.1 / -7.1 eV

Geometry as XYZ:
```
18
C4H9N5 | the Open Molecules 2025 dataset | wB97M-V/def2-TZVPD
C -1.342 0.274 0.181
C -2.266 -1.540 -1.008
C -0.381 2.421 0.299
C 2.605 -1.162 1.068
N 1.047 -1.345 -0.640
N 0.932 0.421 0.913
N -2.101 -0.633 0.053
N -0.214 0.962 0.281
N 1.414 -0.727 0.285
H -1.847 -1.231 -1.899
H -3.282 -1.607 -1.147
H -1.842 -2.449 -0.743
H -1.184 2.795 0.945
H 0.683 2.824 0.439
H -0.681 2.653 -0.761
H 3.170 -0.337 1.528
H 3.279 -1.573 0.291
H 2.236 -1.942 1.799
```

---

13.
A molecular structure, C4H9N5O2. Source: the Open Molecules 2025 dataset; level of theory: wB97M-V/def2-TZVPD.

Computed properties:
DFT total energy: -581.16525 Eh
energy above the lowest of the compared OMol25 structures with the same formula, charge and spin: 3.876 eV
total charge: +2
HOMO energy: -17.9 eV

Geometry as XYZ:
```
20
C4H9N5O2 | the Open Molecules 2025 dataset | wB97M-V/def2-TZVPD
C -3.209 -0.233 1.377
C 0.663 0.256 -0.464
C 1.146 1.262 -1.467
C -1.304 -0.456 0.769
N -3.128 -1.236 2.138
N 1.424 -0.678 0.096
N -0.974 -1.344 1.595
N -0.671 0.347 -0.116
N 2.559 0.939 -1.673
O 2.830 -0.821 0.064
O -1.925 -1.887 2.270
H -3.905 0.567 1.077
H 1.206 2.338 -1.071
H 0.468 1.171 -2.250
H 0.907 -1.378 0.622
H -3.893 -1.594 2.596
H -1.176 0.852 -0.858
H 3.251 -0.102 -0.355
H 3.089 1.738 -1.946
H 2.642 0.258 -2.402
```

---

14.
2 unconnected molecules or ions with the total composition C4H9N6O4. Source: the Open Molecules 2025 dataset; level of theory: wB97M-V/def2-TZVPD.

Computed properties:
DFT total energy: -787.16292 Eh
multiplicity: 3
total charge: -1
HOMO energy (alpha / beta): -1.7 / -5.6 eV

Geometry as XYZ:
```
23
C4H9N6O4 | the Open Molecules 2025 dataset | wB97M-V/def2-TZVPD
C -0.487 -1.717 0.653
C -0.538 1.349 -0.509
C 0.181 -0.668 -1.662
C 0.633 -1.355 -0.407
N 0.035 0.727 -1.475
N -0.031 2.641 -0.196
N -1.689 0.998 0.136
N 1.825 -1.670 -0.141
N 1.881 1.005 2.659
N -1.081 -1.295 -2.243
O -0.079 -2.267 1.745
O -1.106 -2.449 -2.581
O -1.668 -1.587 0.315
O -1.947 -0.502 -2.544
H 0.928 -0.851 -2.473
H 0.690 2.880 -0.825
H -0.742 3.323 0.097
H -2.049 0.035 0.251
H -2.122 1.492 0.869
H 0.994 0.863 2.152
H 1.794 -2.089 0.883
H 1.928 0.204 3.337
H 2.651 0.933 1.958
```